# 1
Entry from OMol25: a structure of composition C14H27FN5ORe (ωB97M-V with the def2-TZVPD basis set).

Results
**Gap between HOMO and LUMO (alpha / beta)**: 3.11 / 2.68 eV
**Spin multiplicity**: 4
**Charge**: +3

The geometry in XYZ format:
```
49
Properties=species:S:1:pos:R:3:lowdin_charge:R:1
Re -0.225 0.109 0.254 1.857
N 0.628 -1.480 1.476 -0.077
C 2.114 -1.658 1.330 -0.147
C 2.465 -1.354 -0.116 -0.128
N 1.845 -0.048 -0.525 -0.121
C 2.655 1.181 -0.172 -0.110
C 2.231 1.742 1.173 -0.159
N 0.748 1.860 1.131 -0.069
H 0.413 -1.410 2.475 0.142
H 0.192 -2.363 1.196 0.121
H 2.409 -2.674 1.594 0.156
H 2.626 -0.989 2.016 0.123
H 2.087 -2.139 -0.773 0.139
H 3.546 -1.310 -0.252 0.156
H 1.767 -0.057 -1.546 0.160
H 2.484 1.928 -0.950 0.152
H 3.715 0.929 -0.170 0.155
H 2.702 2.709 1.352 0.159
H 2.514 1.090 1.996 0.120
H 0.499 2.637 0.510 0.132
H 0.381 2.133 2.048 0.147
F -1.205 1.408 -0.652 -0.364
C -7.401 0.687 1.480 -0.050
C -7.315 0.434 -0.031 -0.176
N -5.986 0.119 -0.530 -0.047
C -5.286 1.110 -1.326 -0.195
C -4.868 2.348 -0.525 -0.063
C -5.497 -1.115 -0.231 -0.427
O -6.127 -1.961 0.363 0.132
C -4.092 -1.471 -0.656 -0.061
C -3.909 -2.628 -1.420 0.113
C -2.618 -3.054 -1.718 0.032
C -1.546 -2.340 -1.234 -0.094
N -1.714 -1.242 -0.466 -0.159
C -2.974 -0.821 -0.183 -0.062
H -8.444 0.820 1.757 0.091
H -6.870 1.606 1.739 0.069
H -7.001 -0.150 2.047 0.073
H -7.693 1.293 -0.579 0.131
H -7.959 -0.429 -0.222 0.134
H -5.943 1.439 -2.135 0.138
H -4.413 0.658 -1.797 0.106
H -5.727 2.934 -0.207 0.085
H -4.244 2.984 -1.155 0.082
H -4.299 2.067 0.367 0.059
H -4.764 -3.194 -1.770 0.163
H -2.451 -3.943 -2.310 0.144
H -0.530 -2.647 -1.457 0.118
H -3.085 0.046 0.464 0.120
```



# 2
Entry from OMol25: a structure of composition C14H27GaN3O9P2S5 (ωB97M-V with the def2-TZVPD basis set).

Results
**Gap between HOMO and LUMO**: 7.64 eV
**Charge**: +1
**Energy above the lowest of the compared OMol25 structures with the same formula, charge and spin**: 0.0 kJ/mol

The geometry in XYZ format:
```
61
Properties=species:S:1:pos:R:3:lowdin_charge:R:1
Ga -0.491 -0.227 -0.003 0.105
C 2.116 3.527 2.734 -0.007
N 2.031 2.600 1.607 -0.102
C 2.971 2.792 0.503 0.012
C 1.122 1.646 1.566 -0.341
O 1.049 0.850 0.603 0.046
C 0.170 1.508 2.740 -0.088
O -0.843 0.596 2.400 -0.145
C -0.960 -0.577 3.170 -0.078
C -0.228 -1.732 2.496 -0.329
O 0.084 -1.630 1.290 0.023
N 0.053 -2.818 3.189 -0.097
C -0.390 -3.024 4.565 -0.006
C 0.773 -3.931 2.569 0.007
H 2.973 4.174 2.574 0.099
H 1.222 4.147 2.801 0.105
H 2.265 2.999 3.676 0.100
H 3.988 2.621 0.854 0.105
H 2.740 2.096 -0.294 0.096
H 2.885 3.814 0.135 0.104
H 0.738 1.182 3.618 0.151
H -0.293 2.472 2.948 0.130
H -0.605 -0.417 4.189 0.138
H -2.022 -0.830 3.206 0.153
H -1.288 -2.454 4.785 0.091
H -0.632 -4.077 4.686 0.106
H 0.396 -2.762 5.274 0.107
H 1.239 -3.591 1.650 0.079
H 1.538 -4.276 3.262 0.108
H 0.082 -4.747 2.349 0.076
N -4.242 1.740 -1.786 0.177
C -3.762 1.590 -0.348 -0.456
C -4.751 2.252 0.600 -0.073
P -2.095 2.418 -0.233 0.381
O -2.305 3.582 -1.340 -0.125
O -1.840 2.982 1.104 -0.239
O -1.125 1.437 -0.865 -0.261
P -3.590 -0.265 -0.182 0.394
O -4.804 -0.624 0.788 -0.099
O -2.312 -0.568 0.590 -0.248
O -3.752 -0.792 -1.559 -0.276
H -3.809 2.552 -2.233 0.139
H -5.256 1.840 -1.815 0.166
H -3.999 0.837 -2.260 0.127
H -4.809 3.326 0.414 0.093
H -4.416 2.114 1.625 0.094
H -5.744 1.811 0.504 0.088
H -2.221 4.459 -0.946 0.098
H -5.149 -1.514 0.641 0.104
C 2.693 -2.993 -3.470 -0.382
S 2.778 -3.391 -1.708 0.826
C 1.096 -3.736 -1.343 -1.005
C 0.045 -2.901 -1.412 -1.040
S 0.083 -1.220 -1.930 0.773
S -1.491 -3.575 -0.920 0.932
C -0.905 -5.093 -0.339 -1.502
S -1.832 -6.178 0.469 0.554
S 0.761 -5.342 -0.735 0.919
H 3.723 -2.996 -3.823 0.036
H 2.249 -2.015 -3.633 0.007
H 2.135 -3.762 -3.999 0.049
```



# 3
Entry from OMol25: a cluster of 6 separate species, C14H27IN8O11PS in total (ωB97M-V with the def2-TZVPD basis set).

Results
**Gap between HOMO and LUMO**: 6.58 eV
**Charge**: +1

The geometry in XYZ format:
```
63
Properties=species:S:1:pos:R:3:lowdin_charge:R:1
N -4.495 -3.414 -1.995 0.199
C -3.948 -2.627 -2.733 -0.229
O -3.005 -1.766 -3.368 -0.059
C -1.863 -1.579 -2.518 -0.189
C -0.637 -2.528 -2.648 -0.014
C -0.501 -3.730 -3.685 -0.160
C -1.550 -4.932 -3.471 -0.245
C -0.823 -6.377 -3.275 -0.536
S 0.424 -6.334 -1.868 0.614
C 0.558 -2.223 -1.653 0.096
C 0.495 -1.031 -0.649 0.045
C -0.819 -0.151 -0.681 -0.288
P -0.801 1.332 0.550 0.721
N -1.073 0.865 2.057 -0.263
N -1.915 -0.460 -1.569 -0.414
I -3.651 0.706 -1.525 1.076
H 0.577 -4.153 -3.677 0.114
H -0.654 -3.330 -4.762 0.138
H -2.148 -5.043 -4.457 0.125
H -2.306 -4.771 -2.631 0.094
H -1.618 -7.195 -3.079 0.091
H -0.322 -6.693 -4.271 0.089
H 0.566 -7.665 -1.478 -0.124
H 1.496 -2.874 -1.658 0.092
H 1.343 -0.770 0.080 0.080
H -1.743 2.337 0.129 -0.044
H 0.525 1.897 0.442 0.022
H -1.908 1.359 2.441 -0.040
C 4.943 1.037 1.183 0.058
N 3.546 0.609 0.913 -0.425
O 3.155 -0.411 1.457 0.035
O 2.887 1.314 0.162 0.026
H 5.403 0.321 1.862 0.103
H 5.470 1.059 0.230 0.107
H 4.902 2.027 1.636 0.108
C 0.672 0.413 4.501 0.000
N 1.448 0.196 5.751 -0.447
O 2.667 0.158 5.656 0.049
O 0.809 0.071 6.782 0.063
H 1.367 0.506 3.669 0.067
H 0.021 -0.449 4.364 0.093
H 0.096 1.329 4.626 0.093
C -4.043 4.617 1.763 0.054
N -2.877 3.831 2.248 -0.423
O -1.762 4.266 1.995 0.050
O -3.123 2.803 2.866 0.030
H -3.678 5.499 1.235 0.048
H -4.616 3.975 1.094 0.101
H -4.630 4.905 2.634 0.115
C -1.444 8.485 -0.169 0.052
N -2.802 7.881 -0.174 -0.419
O -3.132 7.230 0.809 0.026
O -3.489 8.079 -1.160 0.086
H -0.948 8.228 0.765 0.099
H -0.900 8.076 -1.020 0.103
H -1.564 9.564 -0.258 0.107
C 4.761 -3.899 -0.061 0.060
N 4.140 -2.983 -1.054 -0.428
O 3.804 -3.462 -2.127 0.058
O 4.010 -1.815 -0.722 0.042
H 4.812 -4.899 -0.489 0.101
H 5.759 -3.521 0.156 0.107
H 4.133 -3.892 0.830 0.108
```



# 4
Entry from OMol25: a cluster of 4 separate species, C14H27N2O6S3 in total (ωB97M-V with the def2-TZVPD basis set).

Results
**Gap between HOMO and LUMO**: 3.71 eV
**Charge**: -1

The geometry in XYZ format:
```
52
Properties=species:S:1:pos:R:3:lowdin_charge:R:1
C 0.601 0.100 -0.025 -0.075
C -0.577 -0.257 -0.080 -0.421
N -1.856 -0.505 -0.519 -0.202
N -2.724 0.341 0.241 -0.155
H 1.606 0.593 -0.057 -0.053
H -3.676 0.049 -0.001 -0.015
H -2.588 1.333 0.016 0.030
C 4.552 5.105 0.883 -0.232
C 3.440 4.479 1.733 -0.220
C 2.576 3.622 0.802 -0.216
S 3.651 3.091 -0.528 0.654
O 3.195 3.691 -1.756 -0.316
O 3.893 1.675 -0.407 -0.336
C 5.104 3.973 0.026 -0.241
H 5.330 5.556 1.501 0.110
H 4.131 5.888 0.245 0.117
H 3.886 3.847 2.507 0.116
H 2.840 5.238 2.237 0.112
H 2.176 2.747 1.313 0.100
H 1.762 4.201 0.366 0.109
H 5.675 4.322 -0.833 0.104
H 5.704 3.285 0.622 0.105
C -8.276 -1.172 0.118 -0.231
C -8.287 -1.740 -1.305 -0.224
C -7.579 -0.727 -2.210 -0.226
S -6.409 0.145 -1.165 0.657
O -6.818 1.527 -1.073 -0.323
O -5.072 -0.236 -1.528 -0.316
C -6.853 -0.679 0.356 -0.231
H -8.569 -1.921 0.855 0.111
H -8.978 -0.336 0.187 0.116
H -7.746 -2.690 -1.322 0.117
H -9.303 -1.936 -1.654 0.109
H -7.041 -1.216 -3.020 0.102
H -8.278 0.004 -2.616 0.100
H -6.772 0.015 1.191 0.109
H -6.165 -1.514 0.495 0.114
C 3.468 -2.804 1.205 -0.221
C 3.777 -2.195 -0.163 -0.213
C 5.073 -2.839 -0.670 -0.225
S 5.149 -4.466 0.076 0.660
O 6.278 -4.508 0.980 -0.342
O 4.948 -5.470 -0.943 -0.343
C 3.655 -4.308 1.042 -0.238
H 2.458 -2.559 1.536 0.113
H 4.171 -2.418 1.949 0.116
H 2.960 -2.419 -0.853 0.122
H 3.871 -1.110 -0.109 0.099
H 5.077 -2.939 -1.754 0.101
H 5.951 -2.279 -0.346 0.101
H 3.769 -4.834 1.989 0.103
H 2.839 -4.745 0.465 0.109
```



Sequential molecular weight output: 486.61, 673.39, 673.36, 415.58 g/mol